Record 1
Entry from the OMol25 dataset: an isolated molecule of C3H7N3O2 at a distorted geometry (wB97M-V/def2-TZVPD).

- Energy above the lowest of the compared OMol25 structures with the same formula, charge and spin: 208.02 kcal per mole
- Net charge: 0
- DFT total energy: -432.9913 Ha
- Max |F|: 7.13 eV/Å
- Kohn-Sham gap: 0.3602 Eh
- E_HOMO: -9.358 eV
- LUMO: 0.44 eV
- Molar mass: 117.1 g/mol

Each line ends with the Mulliken charge.
CARTESIAN COORDINATES (ANGSTROEM)
1 C -1.389 -0.343 0.020  0.411
2 C -0.474 -0.825 1.070  -0.309
3 C 2.663 -0.124 -0.624  -0.294
4 H 0.259 2.083 0.503  0.344
5 H -1.585 1.326 -1.499  0.285
6 H -3.056 -0.951 -1.324  0.238
7 H -0.111 0.073 1.815  0.274
8 H -1.012 -1.600 1.758  0.290
9 H 3.049 -0.949 -1.192  0.318
10 H 3.177 0.903 -0.621  0.221
11 N -0.928 1.004 -0.581  -0.203
12 N -2.286 -1.188 -0.514  -0.637
13 N 1.632 -0.013 0.318  -0.247
14 O -0.697 1.879 0.602  -0.431
15 O 0.758 -1.275 0.270  -0.260

***

Record 2
Entry from the OMol25 dataset: an isolated molecule of C3H7N3O2 at a distorted geometry (wB97M-V/def2-TZVPD).

- Energy above the lowest of the compared OMol25 structures with the same formula, charge and spin: 77.96 kcal per mole
- Net charge: 0
- DFT total energy: -433.1985 Ha
- Max |F|: 1.60 eV/Å
- Kohn-Sham gap: 0.3217 Eh
- E_HOMO: -8.238 eV
- LUMO: 0.52 eV
- Molar mass: 117.1 g/mol

Each line ends with the Mulliken charge.
CARTESIAN COORDINATES (ANGSTROEM)
1 C -0.634 0.787 0.228  0.816
2 C 1.536 -0.451 0.233  0.298
3 N -2.513 -0.101 -0.964  -0.499
4 N 1.129 -1.515 -0.511  -0.489
5 C 0.753 0.620 0.550  -0.407
6 O -1.188 -0.289 -0.502  -0.401
7 O 2.770 -0.513 0.783  -0.468
8 N -1.405 1.771 0.443  -0.785
9 H 3.244 -1.286 0.453  0.305
10 H -3.064 0.150 -0.142  0.303
11 H -2.505 0.740 -1.546  0.286
12 H 0.113 -1.449 -0.782  0.344
13 H 1.532 -2.414 -0.305  0.204
14 H -0.971 2.547 0.926  0.209
15 H 1.203 1.404 1.136  0.285

***

Record 3
Entry from the OMol25 dataset: a structure of composition C3H7N3O2 at a distorted geometry (wB97M-V/def2-TZVPD).

- Energy above the lowest of the compared OMol25 structures with the same formula, charge and spin: 225.30 kcal per mole
- Net charge: 0
- DFT total energy: -432.9637 Ha
- Max |F|: 5.77 eV/Å
- Kohn-Sham gap: 0.2723 Eh
- E_HOMO: -8.338 eV
- LUMO: -0.93 eV
- Molar mass: 117.1 g/mol

Each line ends with the Mulliken charge.
CARTESIAN COORDINATES (ANGSTROEM)
1 C 1.155 -1.303 -0.414  0.050
2 C 0.016 -1.517 0.618  -0.739
3 C -1.132 -0.457 0.219  0.685
4 H 2.463 0.755 1.227  0.353
5 H 2.376 2.219 -0.449  0.405
6 H 1.340 -2.014 -1.329  0.328
7 H -0.276 -2.628 0.401  0.300
8 H 0.653 -1.450 1.557  0.292
9 H 0.723 0.677 0.693  0.375
10 H -1.965 1.436 -0.505  0.350
11 N 1.843 1.052 0.258  -0.557
12 N 1.809 -0.173 -0.634  -0.427
13 N -0.534 0.737 0.376  -0.262
14 O -2.273 -0.701 -0.343  -0.726
15 O -1.148 1.870 -0.173  -0.427

***

Record 4
Entry from the OMol25 dataset: an isolated molecule of C3H7N3O2 at a distorted geometry (wB97M-V/def2-TZVPD).

- Energy above the lowest of the compared OMol25 structures with the same formula, charge and spin: 128.83 kcal per mole
- Net charge: 0
- DFT total energy: -433.1175 Ha
- Max |F|: 3.37 eV/Å
- Kohn-Sham gap: 0.3567 Eh
- E_HOMO: -9.056 eV
- LUMO: 0.65 eV
- Molar mass: 117.1 g/mol

Each line ends with the Mulliken charge.
CARTESIAN COORDINATES (ANGSTROEM)
1 C 0.235 0.909 1.807  -1.111
2 C -0.079 0.463 0.321  0.622
3 C 0.736 -0.573 -0.252  0.559
4 H -0.303 1.928 1.877  0.299
5 H 1.299 1.074 1.946  0.392
6 H -0.176 0.145 2.456  0.283
7 H -1.680 1.439 -2.024  0.379
8 H 2.209 -0.325 0.863  0.231
9 H 0.601 -2.283 -1.361  0.364
10 H -1.811 -1.038 -1.421  0.376
11 N -0.867 1.217 -0.364  -0.484
12 N 1.969 -0.705 -0.021  -0.786
13 N 0.164 -1.343 -1.237  -0.243
14 O -1.093 0.752 -1.660  -0.409
15 O -1.206 -1.661 -0.930  -0.469

***

Record 5
Entry from the OMol25 dataset: an isolated molecule of C3H7N3O2 at a distorted geometry (wB97M-V/def2-TZVPD).

- Energy above the lowest of the compared OMol25 structures with the same formula, charge and spin: 148.88 kcal per mole
- Net charge: 0
- DFT total energy: -433.0855 Ha
- Max |F|: 5.26 eV/Å
- Kohn-Sham gap: 0.3358 Eh
- E_HOMO: -8.530 eV
- LUMO: 0.61 eV
- Molar mass: 117.1 g/mol

Each line ends with the Mulliken charge.
CARTESIAN COORDINATES (ANGSTROEM)
1 C -0.084 0.301 -0.104  0.613
2 C -0.547 -0.266 1.251  -0.655
3 C -0.333 -0.287 -1.347  -0.251
4 H 2.186 2.577 0.626  0.227
5 H 0.916 1.813 1.789  0.284
6 H -1.065 -1.138 1.228  0.429
7 H -1.461 0.361 1.605  0.225
8 H 1.169 -0.911 2.072  0.327
9 H 0.043 0.134 -2.192  0.572
10 H -1.199 -2.648 -2.977  0.368
11 N 1.290 2.061 0.718  -0.508
12 N 0.803 1.209 -0.297  -0.287
13 N -1.008 -1.365 -1.555  -0.383
14 O 0.459 -0.294 2.219  -0.522
15 O -1.168 -1.549 -3.035  -0.440

***

Record 6
Entry from the OMol25 dataset: an isolated molecule of C3H7N3O2 at a distorted geometry (wB97M-V/def2-TZVPD).

- Energy above the lowest of the compared OMol25 structures with the same formula, charge and spin: 59.95 kcal per mole
- Net charge: 0
- DFT total energy: -433.2272 Ha
- Max |F|: 2.37 eV/Å
- Kohn-Sham gap: 0.3369 Eh
- E_HOMO: -8.655 eV
- LUMO: 0.51 eV
- Molar mass: 117.1 g/mol

Each line ends with the Mulliken charge.
CARTESIAN COORDINATES (ANGSTROEM)
1 C 0.362 1.094 -0.886  -0.347
2 N 0.096 -0.186 1.194  -0.126
3 C -0.956 0.312 -1.181  0.515
4 C 1.001 0.412 0.280  0.367
5 N 0.390 -1.526 1.544  -0.680
6 O -2.049 1.094 -1.048  -0.451
7 N 2.264 0.145 0.295  -0.662
8 O -1.046 -0.809 -1.646  -0.578
9 H -2.775 0.573 -1.452  0.346
10 H -0.863 0.153 1.268  0.288
11 H 0.368 -2.104 0.695  0.219
12 H -0.318 -1.904 2.176  0.256
13 H 2.408 -0.446 1.128  0.310
14 H 1.014 1.075 -1.764  0.280
15 H 0.105 2.118 -0.602  0.264

***

Record 7
Entry from the OMol25 dataset: a structure of composition C3H7N3O2 at a distorted geometry (wB97M-V/def2-TZVPD).

- Energy above the lowest of the compared OMol25 structures with the same formula, charge and spin: 155.13 kcal per mole
- Net charge: 0
- DFT total energy: -433.0756 Ha
- Max |F|: 1.44 eV/Å
- Kohn-Sham gap: 0.3359 Eh
- E_HOMO: -8.413 eV
- LUMO: 0.73 eV
- Molar mass: 117.1 g/mol

Each line ends with the Mulliken charge.
CARTESIAN COORDINATES (ANGSTROEM)
1 N 0.410 -0.831 -0.316  -0.519
2 C 0.216 1.085 -1.250  0.598
3 C -0.418 -0.843 0.670  0.832
4 N 0.518 0.664 -2.480  -0.435
5 C -1.488 -1.456 1.128  -0.974
6 O 1.800 -0.855 0.089  -0.383
7 O -0.026 0.675 1.675  -0.694
8 N -0.039 1.920 -0.451  -0.652
9 H 1.874 -0.224 0.823  0.377
10 H -0.700 0.849 2.341  0.291
11 H 0.976 1.333 -3.081  0.262
12 H 0.824 -0.294 -2.543  0.298
13 H -0.073 1.440 0.785  0.507
14 H -2.193 -0.991 1.799  0.230
15 H -1.680 -2.471 0.810  0.264

***

Record 8
Entry from the OMol25 dataset: a structure of composition C3H7N3O2 at a distorted geometry (wB97M-V/def2-TZVPD).

- Energy above the lowest of the compared OMol25 structures with the same formula, charge and spin: 208.20 kcal per mole
- Net charge: 0
- DFT total energy: -432.9910 Ha
- Max |F|: 6.53 eV/Å
- Kohn-Sham gap: 0.3211 Eh
- E_HOMO: -8.745 eV
- LUMO: -0.01 eV
- Molar mass: 117.1 g/mol

Each line ends with the Mulliken charge.
CARTESIAN COORDINATES (ANGSTROEM)
1 C -0.798 0.562 0.094  0.289
2 C 1.378 -0.491 0.700  -0.491
3 C 2.596 -0.024 -0.295  0.034
4 H -2.911 -0.970 -1.410  0.338
5 H -3.035 1.248 0.364  0.337
6 H -1.018 2.359 -0.369  0.230
7 H -0.491 -1.789 -0.260  0.374
8 H 1.569 0.054 1.796  0.262
9 H 1.693 -1.480 0.881  0.384
10 H 2.327 0.129 -1.409  0.260
11 N -2.117 0.274 0.411  -0.244
12 N -0.235 1.666 -0.091  -0.578
13 N 0.062 -0.563 0.094  -0.283
14 O -2.794 -0.923 -0.307  -0.478
15 O 3.775 -0.053 -0.200  -0.434

***

Record 9
Entry from the OMol25 dataset: an isolated molecule of C3H7N3O2 (wB97M-V/def2-TZVPD).

- Energy above the lowest of the compared OMol25 structures with the same formula, charge and spin: 10.66 kcal per mole
- Net charge: 0
- DFT total energy: -433.3058 Ha
- Max |F|: 0.89 eV/Å
- Kohn-Sham gap: 0.3901 Eh
- E_HOMO: -10.020 eV
- LUMO: 0.59 eV
- Molar mass: 117.1 g/mol

Each line ends with the Mulliken charge.
CARTESIAN COORDINATES (ANGSTROEM)
1 O -0.649 0.664 2.038  -0.568
2 C -0.373 0.372 0.902  0.668
3 N -0.218 1.395 -0.035  -0.154
4 C 0.571 1.504 -1.176  0.470
5 N 0.977 0.386 -1.846  -0.299
6 O 0.904 2.606 -1.566  -0.618
7 C -0.208 -1.100 0.487  -0.833
8 N -0.770 -2.021 1.442  -0.601
9 H -0.378 2.320 0.342  0.252
10 H 0.549 -0.512 -1.693  0.166
11 H 1.463 0.607 -2.700  0.228
12 H 0.860 -1.271 0.352  0.388
13 H -0.693 -1.252 -0.477  0.355
14 H -0.295 -1.915 2.329  0.283
15 H -1.741 -1.783 1.600  0.262

***

Record 10
Entry from the OMol25 dataset: an isolated molecule of C3H7N3O2 at a distorted geometry (wB97M-V/def2-TZVPD).

- Energy above the lowest of the compared OMol25 structures with the same formula, charge and spin: 212.09 kcal per mole
- Net charge: 0
- DFT total energy: -432.9848 Ha
- Max |F|: 11.12 eV/Å
- Kohn-Sham gap: 0.3543 Eh
- E_HOMO: -9.064 eV
- LUMO: 0.58 eV
- Molar mass: 117.1 g/mol

Each line ends with the Mulliken charge.
CARTESIAN COORDINATES (ANGSTROEM)
1 C 1.600 -1.282 0.222  -0.942
2 C 0.345 -0.246 0.136  0.557
3 C -1.938 -1.026 -0.181  0.084
4 H 1.564 -2.238 -0.516  0.265
5 H 2.151 -1.788 1.239  0.243
6 H 2.500 -0.985 -0.586  0.316
7 H -2.200 -1.818 -0.793  0.392
8 H -1.934 1.895 0.009  0.374
9 H 1.789 1.974 0.671  0.238
10 H 0.973 2.701 -0.350  0.220
11 N -2.933 -0.102 -0.202  -0.289
12 N 0.159 1.047 -0.047  -0.047
13 N 1.264 1.894 -0.227  -0.702
14 O -0.673 -1.161 0.156  -0.270
15 O -2.667 1.134 0.469  -0.439